# C31H26AuGeN2O7S2

C31H26AuGeN2O7S2 as an isolated structure (ωB97M-V with the def2-TZVPD basis set, the Open Molecules 2025 dataset).

Geometry as XYZ:
```
70
Properties=species:S:1:pos:R:3:mulliken_charge:R:1
Au 2.30 0.68 -0.74 0.389
O 2.91 -1.14 2.62 -0.701
S 1.72 -1.41 1.86 1.780
O 0.60 -1.95 2.61 -0.787
O 1.22 -0.26 1.05 0.070
C 2.15 -2.73 0.67 -0.393
C 1.35 -3.87 0.79 -0.498
C 1.57 -5.00 0.03 -0.626
C 2.62 -5.03 -0.87 -0.658
C 3.42 -3.91 -1.01 -0.846
C 3.19 -2.75 -0.26 0.629
S 4.31 -1.44 -0.77 1.532
O 4.11 -0.29 0.15 -0.731
O 5.63 -2.01 -0.74 -0.775
O 3.82 -1.07 -2.11 -0.662
H 0.55 -3.84 1.52 0.561
H 0.92 -5.86 0.15 0.423
H 2.81 -5.91 -1.47 0.406
H 4.24 -3.91 -1.71 0.432
N -2.82 -4.99 -2.30 -0.307
C -1.54 -4.91 -2.73 0.224
O -0.99 -5.85 -3.28 -0.653
C -0.84 -3.60 -2.49 0.919
C -1.28 -2.65 -1.58 -0.819
C -0.53 -1.50 -1.41 -0.383
N 0.59 -1.25 -2.09 0.140
C 1.02 -2.17 -2.95 -0.842
C 0.34 -3.36 -3.19 -0.335
H -3.31 -5.86 -2.41 0.237
H -3.29 -4.21 -1.87 0.173
H -2.15 -2.79 -0.96 0.359
H -0.83 -0.75 -0.69 0.339
H 1.96 -1.95 -3.45 0.454
H 0.72 -4.10 -3.87 0.479
C 0.70 1.78 -1.13 -1.248
Ge -0.42 2.39 0.31 1.502
C 0.63 2.76 1.91 0.318
C 0.12 2.61 3.19 -0.080
C 0.91 2.88 4.30 -0.692
C 2.21 3.32 4.14 -0.439
C 2.73 3.49 2.86 -0.741
C 1.94 3.22 1.76 -0.125
C -1.23 4.09 -0.28 -0.146
C -2.43 4.58 0.25 -0.222
C -2.94 5.81 -0.14 -0.707
C -2.26 6.58 -1.07 -0.415
C -1.07 6.11 -1.61 -0.632
C -0.56 4.88 -1.21 -0.610
C -1.90 1.16 0.67 -0.022
C -3.06 1.23 -0.11 -0.332
C -4.08 0.31 0.05 -0.785
C -3.96 -0.71 0.99 -0.545
C -2.82 -0.80 1.76 -0.891
C -1.79 0.13 1.61 0.339
H 0.37 1.89 -2.17 0.474
H -0.89 2.25 3.34 0.284
H 0.51 2.73 5.30 0.388
H 2.83 3.52 5.00 0.361
H 3.75 3.82 2.73 0.377
H 2.36 3.34 0.76 0.383
H -2.97 3.99 0.99 0.336
H -3.87 6.17 0.28 0.392
H -2.65 7.54 -1.38 0.369
H -0.53 6.70 -2.34 0.392
H 0.37 4.52 -1.64 0.343
H -3.16 2.02 -0.85 0.387
H -4.97 0.38 -0.57 0.395
H -4.76 -1.43 1.11 0.420
H -2.70 -1.60 2.49 0.456
H -0.89 0.00 2.18 0.188
```

Calculated values
- energy above the lowest of the compared OMol25 structures with the same formula, charge and spin (kJ/mol) = 3.4
- <S²> = 2.008
- gap between HOMO and LUMO (spin up / spin down) (hartree) = 0.2897 / 0.2633
- charge = -1
- highest occupied orbital energy (spin up / spin down) (eV) = -5.5 / -6.5
- E_tot (eV) = -131760.4280
- F_max (eV/A) = 0.665
- multiplicity = 3

# C6H10O

C6H10O as an isolated structure (ωB97M-V with the def2-TZVPD basis set, the Open Molecules 2025 dataset).

Geometry as XYZ:
```
17
Properties=species:S:1:pos:R:3:mulliken_charge:R:1
C 2.31 0.08 0.27 -1.254
C 0.82 -0.05 0.02 0.619
C 0.09 -1.10 0.42 -0.633
C -1.39 -1.11 0.16 -0.386
C -1.77 0.12 -0.65 -0.879
C 0.18 1.07 -0.71 -0.269
O 0.05 2.22 -0.01 -0.416
H 2.54 0.90 0.96 0.251
H 2.84 0.29 -0.67 0.336
H 2.71 -0.84 0.69 0.343
H 0.56 -1.96 0.88 0.345
H -1.95 -1.17 1.10 0.299
H -1.65 -2.02 -0.41 0.286
H -2.42 -0.11 -1.50 0.375
H -2.21 0.95 -0.09 0.295
H -0.76 0.70 -1.43 0.330
H 0.04 2.03 0.95 0.359
```

Calculated values
- energy above the lowest of the compared OMol25 structures with the same formula, charge and spin (kJ/mol) = 351.3
- gap between HOMO and LUMO (hartree) = 0.3056
- highest occupied orbital energy (eV) = -7.5
- E_tot (eV) = -8427.5993
- F_max (eV/A) = 0.487

# C13H31AsBCoIO5PTe

C13H31AsBCoIO5PTe as an isolated structure (ωB97M-V with the def2-TZVPD basis set, the Open Molecules 2025 dataset).

Geometry as XYZ:
```
55
Properties=species:S:1:pos:R:3:mulliken_charge:R:1
Co -0.21 0.20 0.53 -0.523
C 5.45 3.30 -1.25 -1.371
C 4.88 2.73 0.03 -0.045
O 3.81 1.87 -0.33 -0.286
P 2.60 1.55 0.68 0.358
O 1.70 0.60 -0.06 -0.568
Te 1.64 3.55 1.51 -0.291
O 3.26 0.70 1.86 -0.315
C 3.82 1.24 3.07 -0.201
C 2.95 0.83 4.23 -1.063
H 6.29 3.97 -1.02 0.381
H 4.69 3.87 -1.77 0.320
H 5.81 2.51 -1.90 0.308
H 4.52 3.53 0.68 0.308
H 5.63 2.16 0.58 0.199
H 3.88 2.33 3.01 0.344
H 4.83 0.84 3.15 0.296
H 1.97 1.31 4.16 0.189
H 3.42 1.11 5.18 0.379
H 2.79 -0.25 4.22 0.283
I -0.97 -0.55 2.85 -0.574
C -3.46 -3.04 -2.23 -1.923
C -2.48 -2.87 -1.08 1.694
C -3.10 -3.39 0.22 -1.967
O -2.21 -1.47 -0.88 0.079
B -0.88 -1.34 -0.48 0.420
O -0.19 -2.53 -0.67 -0.206
C -1.06 -3.46 -1.35 1.814
C -0.68 -3.43 -2.82 -2.086
C -0.82 -4.84 -0.77 -1.859
H -4.43 -2.62 -1.94 0.471
H -3.60 -4.09 -2.47 0.348
H -3.11 -2.51 -3.12 0.353
H -3.98 -2.78 0.44 0.494
H -2.41 -3.27 1.05 0.339
H -3.40 -4.43 0.14 0.354
H -0.84 -2.44 -3.25 0.355
H -1.24 -4.17 -3.40 0.336
H 0.39 -3.66 -2.90 0.520
H -0.94 -4.84 0.31 0.350
H 0.19 -5.16 -1.00 0.467
H -1.52 -5.57 -1.20 0.332
C -1.56 3.48 -1.27 -1.099
As -1.77 2.04 0.03 0.546
C -2.50 3.06 1.51 -1.056
C -3.46 1.34 -0.68 -1.303
H -2.48 4.07 -1.31 0.380
H -1.35 3.05 -2.25 0.357
H -0.72 4.11 -0.97 0.291
H -3.53 3.33 1.29 0.391
H -1.90 3.96 1.64 0.296
H -2.44 2.46 2.42 0.297
H -4.18 2.15 -0.78 0.515
H -3.83 0.58 0.00 0.284
H -3.28 0.87 -1.64 0.285
```

Calculated values
- <S²> = 1.013
- gap between HOMO and LUMO (spin up / spin down) (hartree) = 0.2578 / 0.2556
- charge = -1
- highest occupied orbital energy (spin up / spin down) (eV) = -4.4 / -4.4
- E_tot (eV) = -148053.7654
- F_max (eV/A) = 0.714
- multiplicity = 2

# C6H16I2N2Si

A 2-piece molecular cluster, C6H16I2N2Si overall at a distorted geometry (ωB97M-V with the def2-TZVPD basis set, the Open Molecules 2025 dataset).

Geometry as XYZ:
```
27
Properties=species:S:1:pos:R:3:mulliken_charge:R:1
C 1.64 -3.28 2.09 -1.550
C 1.33 -2.08 -0.17 -0.699
C -2.05 2.89 -2.44 -1.121
C 0.26 2.61 -1.02 -1.319
C 0.89 -2.29 1.26 1.073
C -1.30 2.43 -1.11 0.051
N 0.74 -1.01 1.78 -0.587
N -1.56 0.98 -0.92 -0.040
Si -2.09 -0.10 0.29 -0.067
I -2.37 -2.46 -0.58 -0.064
I -4.24 0.58 1.25 -0.120
H 2.01 -4.03 1.49 0.379
H 2.37 -2.68 2.61 0.409
H 0.98 -3.81 2.74 0.367
H 1.28 -3.08 -0.65 0.320
H 2.36 -1.82 -0.08 0.395
H 0.55 -1.41 -0.70 -0.158
H -2.14 2.05 -3.05 0.370
H -3.00 3.33 -2.14 0.285
H -1.43 3.73 -2.75 0.323
H 0.67 2.64 0.00 0.337
H 0.56 3.54 -1.36 0.404
H 0.85 1.87 -1.48 0.393
H -0.18 -2.65 1.05 -0.311
H -1.92 2.80 -0.27 0.458
H 0.44 -0.82 2.71 0.192
H -0.99 0.58 -1.64 0.279
```

Calculated values
- energy above the lowest of the compared OMol25 structures with the same formula, charge and spin (kJ/mol) = 148.2
- gap between HOMO and LUMO (spin up / spin down) (hartree) = 0.1919 / 0.1918
- highest occupied orbital energy (spin up / spin down) (eV) = -7.1 / -7.1
- E_tot (eV) = -33538.3189
- F_max (eV/A) = 3.766

# C3H6N2OS

One molecule with the formula C3H6N2OS at a distorted geometry (ωB97M-V with the def2-TZVPD basis set, the Open Molecules 2025 dataset).

Geometry as XYZ:
```
13
Properties=species:S:1:pos:R:3:mulliken_charge:R:1
C 1.03 1.42 0.68 -0.930
C 0.24 0.20 0.24 0.505
C -1.01 0.62 -0.57 0.437
H 2.10 0.94 0.90 0.304
H 1.03 2.40 -0.10 0.276
H 0.50 1.85 1.63 0.216
H -0.76 -2.22 -0.38 0.260
H 0.23 -2.90 0.97 0.255
H -0.16 -0.57 -2.57 0.179
N 0.40 -0.87 0.91 -0.277
N -0.37 -2.14 0.66 -0.483
O -1.79 1.50 -0.25 -0.491
S -1.44 -0.23 -2.12 -0.251
```

Calculated values
- energy above the lowest of the compared OMol25 structures with the same formula, charge and spin (kJ/mol) = 363.1
- gap between HOMO and LUMO (hartree) = 0.3537
- SMILES = C/C(=N/N)C(=O)S
- highest occupied orbital energy (eV) = -9.4
- E_tot (eV) = -19068.4033
- F_max (eV/A) = 3.725

# CH4N3

A 2-piece molecular cluster, CH4N3 overall at a distorted geometry (ωB97M-V with the def2-TZVPD basis set, the Open Molecules 2025 dataset).

Geometry as XYZ:
```
8
Properties=species:S:1:pos:R:3:mulliken_charge:R:1
C -0.09 -0.25 0.44 -0.053
N 1.86 1.75 0.44 -0.018
N 1.74 0.62 0.53 0.072
N -0.59 -0.83 -0.56 -0.207
H -0.56 -0.31 1.42 0.314
H 1.33 2.60 0.30 0.338
H -1.45 -1.38 -0.52 0.285
H -0.15 -0.79 -1.48 0.270
```

Calculated values
- energy above the lowest of the compared OMol25 structures with the same formula, charge and spin (kJ/mol) = 362.2
- gap between HOMO and LUMO (hartree) = 0.3434
- charge = +1
- highest occupied orbital energy (eV) = -14.1
- E_tot (eV) = -5561.1313
- F_max (eV/A) = 2.248

# C26H16AlF15GeIS5

C26H16AlF15GeIS5 as an isolated structure at a distorted geometry (ωB97M-V with the def2-TZVPD basis set, the Open Molecules 2025 dataset).

Geometry as XYZ:
```
65
Properties=species:S:1:pos:R:3:mulliken_charge:R:1
Al -0.35 1.80 0.93 0.009
C -3.80 2.41 1.85 -0.744
C -3.71 3.72 1.09 -0.915
S -1.97 4.26 0.85 -0.041
C -1.58 4.89 2.53 -0.625
C -0.06 4.89 2.58 -1.003
S 0.59 3.19 2.61 0.236
C 0.06 2.81 4.37 -0.758
C -0.42 1.39 4.54 -0.727
S 0.05 0.30 3.13 0.028
C -1.43 -0.76 2.92 0.044
C -2.73 -0.04 2.59 -0.842
S -2.60 1.10 1.19 0.319
H -4.82 1.98 1.80 0.505
H -3.59 2.48 2.94 0.363
H -4.21 4.52 1.62 0.471
H -4.09 3.56 0.06 0.410
H -2.09 4.27 3.28 0.275
H -2.00 5.89 2.56 0.545
H 0.35 5.46 3.41 0.474
H 0.32 5.34 1.66 0.499
H -0.64 3.56 4.75 0.451
H 1.06 2.97 4.91 0.453
H -1.52 1.33 4.71 0.341
H 0.09 0.95 5.43 0.434
H -1.54 -1.43 3.79 0.623
H -1.08 -1.36 2.10 -0.515
H -3.23 0.47 3.42 0.568
H -3.40 -0.83 2.22 0.531
I 0.12 3.29 -1.44 -0.353
F 3.11 -3.68 -0.56 -0.302
C 1.84 -3.86 -0.16 0.750
C 0.86 -2.92 -0.42 -0.516
C -0.47 -3.28 -0.01 0.393
F -1.48 -2.47 -0.30 -0.409
C -0.71 -4.34 0.81 0.298
F -1.93 -4.39 1.46 -0.323
C 0.30 -5.21 1.08 0.654
F 0.09 -6.15 1.99 -0.278
C 1.57 -5.06 0.48 0.011
F 2.47 -6.02 0.79 -0.281
Ge 1.29 -1.27 -1.39 0.089
S 1.07 0.14 0.30 -0.091
C 0.29 -1.14 -3.04 0.232
C -0.51 -2.17 -3.51 0.232
F -0.39 -3.42 -3.03 -0.357
C -1.55 -1.94 -4.42 0.149
F -2.46 -2.89 -4.70 -0.287
C -1.61 -0.70 -5.02 0.616
F -2.64 -0.34 -5.77 -0.298
C -0.66 0.28 -4.80 0.202
F -0.74 1.43 -5.50 -0.299
C 0.33 0.01 -3.87 -0.018
F 1.35 0.89 -3.78 -0.307
C 3.02 -1.27 -2.23 0.102
C 3.27 -2.21 -3.21 0.638
F 2.35 -3.15 -3.51 -0.323
C 4.42 -2.26 -4.01 0.049
F 4.61 -3.13 -5.00 -0.281
C 5.43 -1.35 -3.73 0.669
F 6.59 -1.42 -4.36 -0.278
C 5.20 -0.31 -2.81 -0.019
F 6.23 0.56 -2.57 -0.300
C 3.97 -0.23 -2.15 0.059
F 3.72 0.90 -1.46 -0.228
```

Calculated values
- energy above the lowest of the compared OMol25 structures with the same formula, charge and spin (kJ/mol) = 192.0
- gap between HOMO and LUMO (hartree) = 0.2823
- charge = +1
- highest occupied orbital energy (eV) = -11.0
- E_tot (eV) = -193366.9163
- F_max (eV/A) = 2.725

Among the records above, which one has the highest E_tot? CH4N3